(1)
{"formula": "C45H41N4O4PSTeTi", "method": "ωB97M-V with the def2-TZVPD basis set", "total_energy_ev": -112011.5931, "orbital_gap_ev": [6.0030, 6.5532], "spin_multiplicity": 3, "fmax_ev_per_a": 1.1, "e_above_lowest_kcal_mol": 0.0, "species": ["Ti", "O", "N", "C", "C", "C", "C", "C", "C", "C", "P", "C", "C", "C", "C", "C", "C", "C", "C", "C", "C", "C", "C", "H", "H", "H", "H", "H", "H", "H", "H", "H", "H", "H", "H", "H", "H", "H", "H", "C", "O", "C", "C", "C", "C", "C", "C", "N", "C", "N", "C", "C", "C", "C", "C", "C", "O", "C", "N", "C", "C", "C", "C", "C", "C", "O", "C", "H", "H", "H", "H", "H", "H", "H", "H", "H", "H", "H", "H", "H", "H", "H", "H", "H", "H", "H", "H", "H", "H", "Te", "C", "C", "C", "C", "S", "H", "H", "H"], "xyz": [[0.184, -0.723, 0.344], [-0.658, -0.421, 2.755], [0.662, -0.725, 2.274], [1.519, -0.776, 3.311], [2.923, -0.890, 3.162], [3.670, -0.944, 4.371], [5.036, -1.022, 4.373], [5.735, -1.051, 3.156], [5.027, -1.010, 1.974], [3.625, -0.933, 1.935], [2.793, -0.942, 0.309], [3.612, -2.369, -0.500], [3.071, -3.631, -0.266], [3.683, -4.770, -0.761], [4.843, -4.663, -1.518], [5.386, -3.411, -1.765], [4.776, -2.270, -1.252], [3.541, 0.517, -0.521], [4.102, 1.562, 0.204], [4.620, 2.679, -0.448], [4.571, 2.764, -1.832], [3.986, 1.734, -2.563], [3.478, 0.621, -1.909], [-1.143, -1.253, 2.621], [1.088, -0.707, 4.299], [3.128, -0.919, 5.309], [5.571, -1.062, 5.315], [6.816, -1.110, 3.143], [5.579, -1.039, 1.039], [2.149, -3.726, 0.294], [3.241, -5.741, -0.574], [5.318, -5.551, -1.920], [6.289, -3.317, -2.357], [5.212, -1.301, -1.461], [4.146, 1.507, 1.285], [5.063, 3.480, 0.131], [4.981, 3.629, -2.340], [3.922, 1.790, -3.644], [3.021, -0.168, -2.484], [-5.227, 4.685, -1.763], [-4.623, 3.486, -1.299], [-5.200, 2.856, -0.240], [-6.339, 3.286, 0.416], [-6.818, 2.565, 1.509], [-6.147, 1.439, 1.942], [-4.994, 1.010, 1.283], [-4.525, 1.699, 0.181], [-3.363, 1.375, -0.551], [-2.542, 0.303, -0.349], [-3.124, -0.887, -0.167], [-2.553, -2.118, 0.304], [-1.210, -2.282, 0.638], [-0.868, -3.555, 1.140], [-1.779, -4.588, 1.253], [-3.106, -4.397, 0.875], [-3.491, -3.153, 0.409], [-4.771, -2.829, 0.041], [-5.720, -3.884, -0.006], [-1.249, 0.419, -0.432], [-0.564, 1.674, -0.284], [0.414, 1.997, -1.207], [1.184, 3.148, -1.062], [0.950, 3.975, 0.015], [-0.035, 3.674, 0.956], [-0.801, 2.523, 0.818], [-1.765, 2.143, 1.672], [-1.957, 2.893, 2.863], [-4.618, 5.034, -2.590], [-5.243, 5.442, -0.976], [-6.243, 4.494, -2.111], [-6.856, 4.175, 0.083], [-7.714, 2.901, 2.016], [-6.504, 0.882, 2.798], [-4.458, 0.144, 1.648], [-2.939, 2.150, -1.037], [-4.114, -0.921, -0.350], [0.153, -3.735, 1.453], [-1.466, -5.554, 1.631], [-3.819, -5.206, 0.955], [-6.642, -3.459, -0.389], [-5.895, -4.291, 0.992], [-5.379, -4.680, -0.669], [0.562, 1.327, -2.044], [1.958, 3.369, -1.783], [1.543, 4.872, 0.145], [-0.190, 4.333, 1.796], [-2.762, 2.402, 3.400], [-2.244, 3.922, 2.639], [-1.052, 2.881, 3.472], [0.292, -2.039, -2.143], [0.694, -0.778, -3.775], [1.737, -0.831, -4.663], [1.645, 0.142, -5.711], [0.520, 0.906, -5.614], [-0.443, 0.390, -4.298], [2.553, -1.537, -4.560], [2.383, 0.263, -6.494], [0.201, 1.708, -6.263]]}

---

(2)
{"formula": "C45H42As2N3O9PTi", "method": "ωB97M-V with the def2-TZVPD basis set", "total_energy_ev": -224287.1592, "orbital_gap_ev": 4.8909, "total_charge": 4, "spin_multiplicity": 1, "fmax_ev_per_a": 1.0, "e_above_lowest_kcal_mol": 25.3, "species": ["Ti", "O", "N", "C", "C", "C", "C", "C", "C", "C", "P", "C", "C", "C", "C", "C", "C", "C", "C", "C", "C", "C", "C", "H", "H", "H", "H", "H", "H", "H", "H", "H", "H", "H", "H", "H", "H", "H", "H", "C", "C", "N", "C", "C", "C", "C", "C", "C", "C", "C", "C", "N", "C", "H", "H", "H", "H", "H", "H", "H", "H", "C", "O", "C", "O", "C", "C", "As", "C", "C", "C", "As", "C", "C", "O", "O", "C", "C", "O", "O", "C", "C", "O", "O", "C", "H", "H", "H", "H", "H", "H", "H", "H", "H", "H", "H", "H", "H", "H", "H", "H", "H", "H"], "xyz": [[0.232, 0.051, 0.028], [2.114, -0.406, -0.857], [2.031, 0.873, -0.266], [2.974, 1.755, -0.281], [2.772, 3.057, 0.268], [3.900, 3.879, 0.362], [3.785, 5.167, 0.866], [2.539, 5.628, 1.250], [1.397, 4.817, 1.146], [1.490, 3.528, 0.662], [-0.040, 2.585, 0.334], [-1.324, 3.272, 1.358], [-1.102, 3.411, 2.734], [-2.098, 3.940, 3.537], [-3.312, 4.327, 2.975], [-3.540, 4.175, 1.613], [-2.550, 3.644, 0.799], [-0.388, 2.863, -1.407], [-0.722, 4.112, -1.930], [-0.941, 4.254, -3.294], [-0.819, 3.162, -4.144], [-0.472, 1.911, -3.643], [-0.259, 1.787, -2.281], [2.796, -0.511, -1.555], [3.937, 1.490, -0.716], [4.866, 3.508, 0.040], [4.656, 5.803, 0.946], [2.432, 6.636, 1.628], [0.441, 5.230, 1.437], [-0.149, 3.136, 3.175], [-1.925, 4.074, 4.596], [-4.079, 4.762, 3.602], [-4.479, 4.494, 1.182], [-2.726, 3.545, -0.264], [-0.813, 4.973, -1.279], [-1.204, 5.223, -3.697], [-0.982, 3.282, -5.207], [-0.360, 1.065, -4.308], [0.023, 0.774, -1.945], [-4.086, 0.438, -0.603], [-2.729, 0.301, -0.881], [-1.813, 0.220, 0.088], [-2.237, 0.245, 1.396], [-3.580, 0.356, 1.751], [-4.514, 0.468, 0.705], [-3.943, 0.349, 3.142], [-3.002, 0.224, 4.102], [-1.614, 0.108, 3.754], [-0.587, -0.060, 4.702], [0.724, -0.195, 4.293], [1.021, -0.185, 2.940], [0.061, -0.026, 2.016], [-1.250, 0.114, 2.413], [-4.784, 0.514, -1.425], [-2.375, 0.278, -1.903], [-5.567, 0.574, 0.934], [-4.990, 0.429, 3.403], [-3.278, 0.198, 5.148], [-0.836, -0.099, 5.755], [1.522, -0.332, 5.009], [2.036, -0.318, 2.580], [-4.178, -3.218, 0.026], [-2.785, -2.894, 0.290], [-2.422, -2.908, 1.588], [-3.196, -2.864, 2.503], [-0.937, -3.086, 1.728], [-0.458, -3.573, 2.880], [1.208, -4.584, 3.143], [1.897, -3.736, 4.761], [2.322, -3.749, 1.768], [1.929, -3.281, 0.579], [0.119, -2.732, 0.136], [-0.383, -4.067, -1.177], [2.774, -3.287, -0.665], [2.456, -2.631, -1.646], [3.758, -4.140, -0.615], [4.546, -4.370, -1.821], [3.758, -4.048, 2.130], [4.045, -5.115, 2.596], [4.551, -2.991, 2.031], [5.931, -3.255, 2.428], [-1.313, -3.630, 4.128], [-1.350, -2.695, 4.890], [-1.810, -4.830, 4.291], [-2.605, -5.101, 5.487], [-4.383, -2.882, -0.985], [-4.826, -2.727, 0.746], [-4.299, -4.297, 0.093], [1.086, -3.644, 5.481], [2.328, -2.756, 4.564], [2.660, -4.399, 5.165], [-0.365, -5.011, -0.631], [0.353, -4.063, -1.977], [-1.376, -3.865, -1.562], [4.922, -5.382, -1.721], [5.364, -3.655, -1.838], [3.917, -4.265, -2.699], [6.453, -2.315, 2.295], [6.347, -4.032, 1.792], [5.957, -3.577, 3.466], [-2.119, -5.921, 6.005], [-3.588, -5.400, 5.138], [-2.656, -4.214, 6.109]]}

---

(3)
{"formula": "C45H42N13O4PS2V", "method": "ωB97M-V with the def2-TZVPD basis set", "total_energy_ev": -131557.3110, "orbital_gap_ev": [6.6635, 6.3678], "total_charge": 1, "spin_multiplicity": 3, "fmax_ev_per_a": 0.7, "e_above_lowest_kcal_mol": 21.4, "species": ["V", "C", "C", "N", "C", "C", "N", "C", "C", "C", "C", "C", "N", "C", "C", "N", "C", "C", "N", "C", "C", "C", "N", "C", "C", "H", "H", "H", "H", "H", "H", "H", "H", "H", "H", "H", "H", "N", "C", "N", "C", "N", "C", "C", "N", "C", "C", "N", "H", "H", "H", "H", "H", "O", "C", "N", "C", "C", "O", "N", "C", "C", "C", "C", "C", "C", "C", "C", "C", "C", "C", "C", "H", "H", "H", "H", "H", "H", "H", "H", "H", "H", "H", "C", "C", "C", "O", "P", "S", "S", "O", "C", "C", "C", "H", "H", "H", "H", "H", "H", "H", "H", "H", "H", "H", "H", "H", "H"], "xyz": [[0.353, 0.276, -0.211], [0.590, 4.704, 0.523], [0.954, 3.384, 0.267], [0.046, 2.422, 0.287], [-1.224, 2.745, 0.580], [-1.561, 4.065, 0.838], [-0.660, 5.041, 0.801], [-2.149, 1.602, 0.705], [-3.526, 1.664, 0.838], [-4.228, 0.477, 1.055], [-3.514, -0.711, 1.221], [-2.139, -0.681, 1.074], [-1.512, 0.437, 0.727], [-1.200, -1.788, 1.330], [-1.536, -2.984, 1.947], [-0.626, -3.906, 2.236], [0.633, -3.631, 1.929], [0.995, -2.438, 1.313], [0.079, -1.532, 1.009], [-5.705, 0.478, 1.131], [-6.395, 1.488, 1.792], [-7.782, 1.434, 1.826], [-8.493, 0.470, 1.251], [-7.828, -0.490, 0.617], [-6.445, -0.536, 0.532], [1.333, 5.491, 0.504], [1.977, 3.101, 0.048], [-2.575, 4.345, 1.096], [-4.057, 2.602, 0.758], [-4.032, -1.625, 1.474], [-2.559, -3.202, 2.226], [1.386, -4.369, 2.176], [2.025, -2.211, 1.072], [-5.875, 2.289, 2.302], [-8.344, 2.202, 2.345], [-8.429, -1.262, 0.150], [-5.962, -1.335, -0.017], [3.745, 0.357, -2.835], [3.113, -0.248, -1.834], [1.941, 0.330, -1.671], [1.908, 1.271, -2.656], [2.997, 1.339, -3.369], [0.645, 1.932, -2.942], [0.441, 2.804, -4.007], [-0.761, 3.288, -4.278], [-1.764, 2.871, -3.513], [-1.569, 2.000, -2.454], [-0.356, 1.547, -2.153], [4.655, 0.152, -3.213], [3.518, -1.067, -1.271], [1.268, 3.099, -4.640], [-2.756, 3.240, -3.745], [-2.397, 1.646, -1.855], [0.107, 0.848, 2.869], [1.298, 0.797, 2.602], [2.311, 0.974, 3.487], [3.610, 0.746, 2.893], [3.182, 0.594, 1.410], [3.972, 0.513, 0.486], [1.827, 0.569, 1.328], [4.236, -0.557, 3.411], [4.911, -1.442, 2.577], [5.472, -2.604, 3.093], [5.375, -2.891, 4.445], [4.720, -2.001, 5.285], [4.158, -0.844, 4.771], [4.576, 1.911, 3.087], [4.300, 2.933, 3.987], [5.212, 3.960, 4.188], [6.408, 3.978, 3.488], [6.689, 2.958, 2.590], [5.784, 1.927, 2.393], [2.109, 1.040, 4.468], [5.013, -1.219, 1.524], [5.996, -3.283, 2.432], [5.815, -3.794, 4.846], [4.652, -2.205, 6.346], [3.670, -0.156, 5.452], [3.366, 2.950, 4.533], [4.983, 4.747, 4.895], [7.119, 4.778, 3.644], [7.623, 2.960, 2.042], [6.016, 1.132, 1.698], [-2.089, -4.638, -2.641], [-1.188, -4.176, -3.770], [0.281, -4.414, -3.486], [-1.511, -2.791, -4.075], [-0.747, -1.446, -3.718], [0.959, -1.173, -4.571], [-0.810, -1.425, -1.644], [-1.786, -0.355, -4.226], [-3.232, -0.408, -4.332], [-3.642, -1.156, -5.585], [-3.909, -0.932, -3.078], [-1.969, -5.713, -2.494], [-3.135, -4.441, -2.881], [-1.835, -4.125, -1.713], [-1.461, -4.699, -4.687], [0.593, -3.906, -2.571], [0.904, -4.069, -4.308], [0.435, -5.486, -3.355], [-3.492, 0.646, -4.455], [-3.443, -2.222, -5.489], [-3.100, -0.772, -6.449], [-4.710, -1.013, -5.758], [-3.686, -1.987, -2.917], [-4.988, -0.819, -3.196], [-3.593, -0.380, -2.192]]}

---

(4)
{"formula": "C45H42N8O15", "method": "ωB97M-V with the def2-TZVPD basis set", "total_energy_ev": -89958.8741, "smiles": "O=[N+]([O-])c1ccccc1.O=[N+]([O-])c1ccccc1.O=[N+]([O-])c1ccccc1.O=[N+]([O-])c1ccccc1.O=[N+]([O-])c1ccccc1.O=[N+]([O-])c1ccccc1.O=[N+]([O-])c1ccccc1.CN(C)C=O", "orbital_gap_ev": 8.5230, "spin_multiplicity": 1, "fmax_ev_per_a": 4.3, "e_above_lowest_kcal_mol": 21.0, "species": ["O", "N", "O", "C", "C", "C", "C", "C", "C", "H", "H", "H", "H", "H", "O", "N", "O", "C", "C", "C", "C", "C", "C", "H", "H", "H", "H", "H", "O", "N", "O", "C", "C", "C", "C", "C", "C", "H", "H", "H", "H", "H", "O", "N", "O", "C", "C", "C", "C", "C", "C", "H", "H", "H", "H", "H", "O", "N", "O", "C", "C", "C", "C", "C", "C", "H", "H", "H", "H", "H", "O", "N", "O", "C", "C", "C", "C", "C", "C", "H", "H", "H", "H", "H", "O", "N", "O", "C", "C", "C", "C", "C", "C", "H", "H", "H", "H", "H", "C", "N", "C", "C", "O", "H", "H", "H", "H", "H", "H", "H"], "xyz": [[4.459, 5.227, 0.346], [3.796, 6.097, 0.829], [4.165, 7.042, 1.458], [2.308, 5.858, 0.664], [1.455, 6.910, 0.981], [0.061, 6.673, 0.759], [-0.356, 5.399, 0.462], [0.515, 4.304, 0.044], [1.874, 4.604, 0.206], [1.843, 7.782, 1.474], [-0.639, 7.442, 1.006], [-1.432, 5.160, 0.559], [0.057, 3.349, -0.097], [2.680, 3.874, -0.027], [-0.617, -1.785, 5.623], [-1.684, -1.422, 5.181], [-2.681, -2.105, 4.962], [-1.740, 0.021, 4.726], [-2.534, 0.333, 3.682], [-2.532, 1.648, 3.260], [-1.725, 2.615, 3.891], [-0.848, 2.200, 4.918], [-0.871, 0.894, 5.308], [-3.076, -0.458, 3.230], [-3.181, 1.953, 2.443], [-1.833, 3.649, 3.630], [-0.151, 2.877, 5.431], [-0.202, 0.561, 6.094], [-2.777, -1.552, -2.361], [-3.411, -2.506, -2.700], [-3.416, -3.648, -2.238], [-4.515, -2.374, -3.715], [-4.405, -1.308, -4.570], [-5.303, -1.227, -5.638], [-6.376, -2.114, -5.770], [-6.440, -3.196, -4.870], [-5.470, -3.347, -3.917], [-3.666, -0.578, -4.331], [-5.152, -0.470, -6.388], [-7.013, -1.967, -6.613], [-7.133, -4.024, -5.086], [-5.433, -4.278, -3.364], [-1.737, -4.618, 0.979], [-2.856, -4.281, 1.261], [-3.190, -3.190, 1.679], [-4.049, -5.213, 0.871], [-5.293, -4.855, 1.263], [-6.363, -5.721, 0.911], [-6.087, -6.853, 0.192], [-4.795, -7.204, -0.161], [-3.763, -6.362, 0.168], [-5.486, -3.910, 1.757], [-7.312, -5.497, 1.392], [-6.906, -7.546, 0.027], [-4.588, -8.116, -0.628], [-2.755, -6.604, -0.209], [6.793, 5.918, 4.659], [5.535, 5.985, 4.852], [5.026, 6.919, 5.400], [4.648, 4.893, 4.300], [3.257, 5.080, 4.212], [2.488, 4.063, 3.660], [3.110, 2.896, 3.291], [4.464, 2.713, 3.362], [5.257, 3.688, 3.958], [2.854, 6.074, 4.497], [1.421, 4.179, 3.519], [2.501, 2.024, 3.034], [4.932, 1.815, 3.015], [6.298, 3.586, 4.080], [0.905, 1.740, -1.869], [1.590, 1.232, -0.942], [2.807, 1.401, -0.774], [0.913, 0.399, 0.034], [1.570, -0.028, 1.169], [0.910, -0.853, 2.065], [-0.399, -1.220, 1.739], [-1.072, -0.793, 0.613], [-0.364, 0.014, -0.258], [2.561, 0.196, 1.389], [1.348, -1.154, 2.988], [-0.885, -1.834, 2.467], [-2.091, -1.072, 0.344], [-0.707, 0.403, -1.194], [-1.240, -3.032, -4.245], [-0.270, -2.309, -4.038], [-0.019, -1.360, -4.803], [0.522, -2.444, -2.749], [0.025, -3.240, -1.701], [0.774, -3.358, -0.557], [2.075, -2.835, -0.562], [2.585, -2.135, -1.641], [1.819, -1.939, -2.765], [-1.015, -3.550, -1.714], [0.391, -3.965, 0.265], [2.666, -3.063, 0.309], [3.538, -1.623, -1.560], [2.220, -1.297, -3.526], [4.682, 0.193, -5.764], [4.750, -0.245, -4.375], [4.692, 0.825, -3.384], [5.366, -1.406, -4.019], [5.681, -1.702, -2.915], [5.521, 0.845, -5.993], [3.751, 0.639, -6.088], [4.790, -0.663, -6.442], [3.775, 1.376, -3.564], [4.714, 0.375, -2.392], [5.569, 1.462, -3.412], [5.547, -1.958, -4.958]]}